Record 1
{
  "formula": "C26H28N4O5S",
  "method": "ωB97M-V/def2-TZVPD",
  "species": ["C", "C", "N", "C", "C", "C", "C", "C", "C", "N", "C", "O", "C", "O", "C", "C", "C", "C", "C", "C", "C", "N", "C", "C", "S", "O", "O", "N", "C", "C", "C", "C", "C", "C", "O", "C", "H", "H", "H", "H", "H", "H", "H", "H", "H", "H", "H", "H", "H", "H", "H", "H", "H", "H", "H", "H", "H", "H", "H", "H", "H", "H", "H", "H"],
  "positions_angstrom": [[-3.565, -2.840, 1.528], [-2.920, -3.700, 0.444], [-2.151, -2.881, -0.470], [-2.458, -2.987, -1.879], [-2.041, -4.354, -2.428], [-1.136, -2.096, -0.006], [-0.305, -2.513, 1.053], [0.785, -1.779, 1.459], [1.105, -0.579, 0.822], [2.225, 0.190, 1.163], [3.135, -0.023, 2.138], [3.155, -0.948, 2.920], [4.197, 1.089, 2.176], [4.541, 1.572, 0.896], [5.289, 0.777, 0.082], [5.678, -0.525, 0.370], [6.453, -1.233, -0.534], [6.847, -0.665, -1.735], [6.455, 0.624, -2.043], [5.678, 1.349, -1.144], [5.269, 2.664, -1.459], [4.936, 3.727, -1.730], [0.253, -0.105, -0.167], [-0.859, -0.830, -0.545], [-2.040, 0.041, -1.569], [-1.633, 0.035, -2.946], [-3.373, -0.381, -1.251], [-1.817, 1.631, -1.054], [-2.531, 2.113, 0.044], [-2.729, 1.328, 1.167], [-3.424, 1.827, 2.257], [-3.916, 3.116, 2.229], [-3.723, 3.917, 1.112], [-3.038, 3.426, 0.014], [-2.798, 4.121, -1.143], [-3.319, 5.423, -1.258], [-2.812, -2.420, 2.190], [-4.256, -3.436, 2.120], [-4.108, -2.022, 1.061], [-2.307, -4.491, 0.895], [-3.705, -4.182, -0.139], [-1.919, -2.213, -2.423], [-3.527, -2.821, -2.038], [-0.977, -4.513, -2.267], [-2.241, -4.393, -3.495], [-2.588, -5.160, -1.945], [-0.507, -3.450, 1.545], [1.408, -2.133, 2.264], [2.353, 1.026, 0.604], [3.779, 1.952, 2.705], [5.073, 0.733, 2.728], [5.377, -1.000, 1.290], [6.748, -2.242, -0.292], [7.452, -1.226, -2.429], [6.745, 1.084, -2.975], [0.422, 0.854, -0.632], [-1.794, 2.280, -1.828], [-2.345, 0.321, 1.174], [-3.578, 1.203, 3.123], [-4.458, 3.512, 3.075], [-4.121, 4.919, 1.108], [-4.410, 5.427, -1.174], [-2.892, 6.094, -0.506], [-3.033, 5.767, -2.251]],
  "atomic_forces_ev_per_a": [[0.0, -0.2, -0.1], [0.0, 0.2, 0.3], [-0.3, -0.1, 0.0], [0.1, -0.5, -0.3], [-0.1, 0.3, 0.0], [0.2, 0.0, 0.1], [-0.2, 0.1, -0.3], [0.1, 0.1, 0.1], [-0.5, -0.2, -0.2], [0.0, 0.4, -0.3], [0.3, 0.4, -0.2], [0.0, -0.1, 0.2], [0.0, -0.2, 0.4], [0.1, 0.1, -0.3], [0.1, 0.0, -0.3], [-0.2, 0.1, 0.2], [0.0, 0.1, -0.1], [0.1, -0.1, 0.0], [-0.1, 0.0, 0.2], [0.1, -0.8, 0.4], [-0.2, 0.5, -0.1], [-0.1, 0.3, -0.1], [0.6, -0.1, 0.3], [-0.6, 0.2, -0.2], [-0.1, 0.6, -0.1], [0.2, 0.2, 0.1], [0.3, 0.0, 0.2], [0.0, -0.6, -0.6], [-0.3, 0.2, 0.6], [-0.1, 0.2, 0.0], [0.0, 0.0, 0.1], [0.0, -0.1, 0.1], [0.0, 0.1, -0.2], [0.1, -0.2, -0.1], [0.1, -0.5, 0.2], [-0.1, 0.3, -0.1], [0.0, 0.1, 0.1], [-0.1, 0.0, 0.1], [-0.1, 0.1, 0.0], [-0.1, -0.1, -0.1], [0.1, -0.1, 0.0], [-0.1, -0.2, 0.0], [0.1, 0.1, 0.0], [0.1, 0.0, 0.0], [0.0, -0.1, -0.2], [0.0, -0.1, 0.0], [0.0, -0.1, 0.0], [0.0, 0.0, 0.0], [0.1, -0.2, 0.1], [0.1, -0.1, 0.0], [-0.2, 0.0, -0.1], [0.0, 0.0, 0.1], [0.0, -0.1, 0.0], [0.0, 0.0, -0.1], [0.0, 0.0, 0.0], [0.1, 0.1, 0.0], [0.1, -0.1, -0.3], [0.0, -0.1, 0.1], [0.0, -0.1, 0.1], [0.0, 0.0, 0.1], [0.0, 0.1, -0.1], [0.1, 0.0, 0.0], [0.0, 0.0, 0.0], [0.0, 0.0, 0.1]],
  "relative_energy_kcal_mol": 6.9,
  "smiles": "CCN(CC)c1ccc(NC(=O)COc2ccccc2C#N)cc1S(=O)(=O)Nc1ccccc1OC",
  "spin_multiplicity": 1,
  "lumo_energy_ev": 0.29,
  "e_homo_ev": -7.7,
  "gap_ev": 7.953,
  "e_tot_ev": -54448.679
}

Record 2
{
  "formula": "C29H28AsF6GeNO8PSTi",
  "method": "ωB97M-V/def2-TZVPD",
  "species": ["Ti", "O", "C", "C", "C", "N", "C", "C", "C", "O", "O", "C", "O", "O", "H", "H", "H", "O", "S", "O", "O", "C", "C", "C", "C", "C", "C", "P", "C", "C", "C", "C", "C", "C", "C", "C", "C", "C", "C", "C", "H", "H", "H", "H", "H", "H", "H", "H", "H", "H", "H", "H", "H", "H", "F", "As", "F", "F", "F", "F", "F", "C", "Ge", "C", "C", "C", "H", "H", "H", "H", "H", "H", "H", "H", "H", "H", "H"],
  "positions_angstrom": [[0.441, -0.041, 1.227], [-1.742, -2.534, 6.568], [-1.298, -1.929, 5.426], [-0.275, -0.989, 5.448], [0.116, -0.438, 4.246], [-0.450, -0.777, 3.098], [-1.453, -1.648, 3.077], [-1.913, -2.261, 4.225], [-2.068, -1.806, 1.693], [-3.014, -2.571, 1.536], [-1.519, -1.033, 0.845], [1.161, 0.648, 4.071], [1.697, 1.138, 5.055], [1.314, 0.958, 2.840], [-1.216, -2.206, 7.304], [0.216, -0.667, 6.359], [-2.731, -2.964, 4.169], [1.933, -4.300, 0.556], [1.478, -3.054, -0.011], [2.399, -2.343, -0.866], [0.855, -2.182, 1.015], [0.138, -3.458, -1.130], [-0.258, -4.778, -1.254], [-1.217, -5.132, -2.193], [-1.771, -4.158, -3.007], [-1.384, -2.832, -2.869], [-0.427, -2.455, -1.930], [0.003, -0.686, -1.632], [-1.434, 0.128, -2.457], [-1.369, 0.684, -3.733], [-2.486, 1.280, -4.308], [-3.686, 1.324, -3.613], [-3.760, 0.769, -2.342], [-2.646, 0.179, -1.765], [1.330, -0.313, -2.830], [1.895, 0.959, -2.765], [2.934, 1.313, -3.609], [3.429, 0.394, -4.524], [2.884, -0.881, -4.582], [1.842, -1.234, -3.737], [0.206, -5.513, -0.611], [-1.530, -6.165, -2.285], [-2.519, -4.423, -3.746], [-1.844, -2.079, -3.495], [-0.440, 0.656, -4.287], [-2.413, 1.710, -5.300], [-4.557, 1.791, -4.058], [-4.691, 0.800, -1.789], [-2.700, -0.256, -0.774], [1.542, 1.665, -2.021], [3.383, 2.295, -3.524], [4.257, 0.662, -5.169], [3.286, -1.613, -5.272], [1.439, -2.238, -3.764], [2.180, 0.693, 0.443], [4.077, 0.763, 0.615], [3.811, 1.919, 1.853], [3.943, 2.021, -0.563], [5.786, 0.911, 0.846], [4.359, -0.352, -0.660], [3.871, -0.541, 1.710], [-1.174, 3.084, 3.548], [-0.497, 3.321, 1.710], [1.323, 4.048, 1.751], [-1.630, 4.770, 0.943], [-0.705, 1.718, 0.652], [-1.566, 4.028, 3.937], [-0.383, 2.741, 4.215], [-1.981, 2.348, 3.556], [1.304, 5.141, 1.717], [1.895, 3.675, 0.901], [1.844, 3.718, 2.649], [-1.606, 5.668, 1.568], [-2.666, 4.438, 0.849], [-1.270, 5.035, -0.054], [-0.511, 2.006, -0.392], [-1.768, 1.453, 0.701]],
  "atomic_forces_ev_per_a": [[-1.0, -0.2, 0.3], [0.0, 0.0, 0.0], [0.0, 0.0, 0.0], [0.0, 0.0, 0.0], [0.0, 0.0, 0.0], [0.0, 0.0, 0.0], [0.0, 0.0, -0.1], [0.0, 0.0, 0.0], [0.0, 0.0, 0.0], [0.0, 0.0, 0.0], [0.0, 0.0, -0.1], [0.0, 0.0, 0.1], [0.0, 0.0, 0.0], [0.1, -0.2, -0.1], [0.0, 0.0, 0.0], [0.0, 0.0, 0.0], [0.0, 0.0, 0.0], [0.0, -0.1, 0.0], [0.0, 0.0, -0.1], [0.0, 0.0, 0.1], [0.3, 0.2, 0.2], [0.0, 0.1, 0.0], [0.0, 0.0, 0.0], [0.0, 0.0, 0.0], [0.0, 0.0, 0.0], [0.0, 0.0, 0.0], [0.0, 0.0, 0.1], [0.1, 0.1, 0.0], [0.0, 0.0, 0.0], [0.0, 0.0, 0.0], [0.0, 0.0, 0.0], [0.0, 0.0, 0.0], [0.0, 0.0, 0.0], [0.0, 0.0, 0.0], [0.1, -0.1, 0.0], [0.0, 0.0, 0.1], [0.0, 0.0, 0.0], [0.0, 0.0, 0.0], [0.0, 0.0, 0.0], [0.0, 0.0, 0.0], [0.0, 0.0, 0.0], [0.0, 0.0, 0.0], [0.0, 0.0, 0.0], [0.0, 0.0, 0.0], [0.0, 0.0, 0.0], [0.0, 0.0, 0.0], [0.0, 0.0, 0.0], [0.0, 0.0, 0.0], [0.0, 0.0, 0.0], [0.0, 0.0, 0.0], [0.0, 0.0, 0.0], [0.0, 0.0, 0.0], [0.0, 0.0, 0.0], [0.0, 0.0, 0.0], [0.9, -0.1, -0.5], [-0.6, 0.0, 0.0], [0.1, 0.0, 0.1], [0.3, 0.2, -0.1], [-0.1, 0.0, 0.0], [-0.3, 0.1, 0.0], [0.2, 0.0, 0.2], [0.0, 0.0, 0.0], [0.0, 0.0, 0.0], [0.0, 0.0, 0.0], [0.0, 0.0, 0.0], [0.1, 0.0, 0.0], [0.0, 0.0, 0.0], [0.0, 0.0, 0.0], [0.0, 0.0, 0.0], [0.0, 0.0, 0.0], [0.0, 0.0, 0.0], [0.0, 0.0, 0.0], [0.0, 0.0, 0.0], [0.0, 0.0, 0.0], [0.0, 0.0, 0.0], [0.0, 0.0, 0.0], [0.0, 0.0, 0.0]],
  "relative_energy_kcal_mol": 0.5,
  "spin_multiplicity": 2,
  "lumo_energy_ev": [4.02, 4.02],
  "s2": 0.75,
  "e_homo_ev": [-2.3, -3.1],
  "gap_ev": [6.350, 7.136],
  "charge": -2,
  "e_tot_ev": -225307.692
}

Record 3
{
  "formula": "C2H7N2O",
  "method": "ωB97M-V/def2-TZVPD",
  "species": ["N", "C", "N", "C", "O", "H", "H", "H", "H", "H", "H", "H"],
  "positions_angstrom": [[1.417, 1.006, 0.125], [1.283, -0.258, -0.091], [0.071, -0.827, -0.188], [-1.382, -0.278, 0.198], [-1.489, 1.018, -0.169], [2.309, 1.364, 0.209], [0.686, 1.705, 0.227], [2.082, -0.978, -0.219], [0.123, -1.714, -0.792], [-1.533, -0.283, 1.327], [-2.081, -0.898, -0.505], [-2.447, 1.133, -0.364]],
  "atomic_forces_ev_per_a": [[-0.5, 0.4, 0.4], [-3.3, -1.0, -0.3], [-0.5, -1.2, -0.8], [0.9, -2.2, -0.7], [-1.0, 1.7, -0.9], [2.2, 0.8, 0.3], [-0.4, -0.6, -0.2], [0.5, 0.6, -0.2], [-0.6, 1.6, 1.7], [0.4, -1.2, -1.4], [1.2, 0.5, 2.0], [1.0, 0.5, 0.0]],
  "relative_energy_kcal_mol": 30.4,
  "smiles": "[NH2+]=CNCO",
  "spin_multiplicity": 1,
  "lumo_energy_ev": -3.72,
  "e_homo_ev": -15.4,
  "gap_ev": 11.665,
  "charge": 1,
  "e_tot_ev": -7207.826
}